1.
C6H4S | wB97M-V/def2-TZVPD

Properties
- SMILES = CC#CC#CC=S
- relative energy (zero: lowest compared OMol25 entry of this formula, charge and spin) (kJ/mol) = 93.9
- lowest unoccupied orbital energy (eV) = -1.4
- calculated total energy (Ha) = -629.0591
- HOMO level (eV) = -8.918
- frontier orbital gap (eV) = 7.5200

Structure (XYZ):
```
11
Properties=species:S:1:pos:R:3:forces:R:3
C 3.044 -0.252 0.040 0.470 -1.096 0.322
C 1.613 -0.361 -0.182 -4.208 1.040 0.737
C 0.371 -0.232 -0.080 5.322 -0.702 -0.651
C -0.955 -0.062 -0.093 -4.376 0.695 -0.426
C -2.179 0.155 -0.162 2.422 -0.466 0.419
C -3.548 0.504 -0.039 -1.029 -1.416 0.260
H 3.578 -1.092 -0.467 -0.243 0.673 0.458
H 3.472 0.700 -0.293 -0.242 -0.191 0.077
H 3.165 -0.362 1.149 0.249 0.135 -0.898
H -3.717 1.563 0.145 -0.092 0.001 -0.147
S -4.845 -0.560 -0.019 1.728 1.329 -0.151
```
Positions in Å, forces in eV/Å.

***

2.
C6H22O5 | wB97M-V/def2-TZVPD

Properties
- SMILES = CC(C)O.CC(C)O.O.O.O
- relative energy (zero: lowest compared OMol25 entry of this formula, charge and spin) (kJ/mol) = 42.4
- lowest unoccupied orbital energy (eV) = 0.5
- calculated total energy (Ha) = -617.9834
- HOMO level (eV) = -10.040
- frontier orbital gap (eV) = 10.5066

Structure (XYZ):
```
33
Properties=species:S:1:pos:R:3:forces:R:3
O 3.378 -2.370 0.797 0.184 0.007 0.331
H 3.680 -1.948 1.615 -0.089 0.095 -0.161
H 3.933 -3.150 0.691 -0.114 0.064 -0.071
O 2.864 0.230 2.502 -0.125 -0.291 0.028
H 2.486 0.276 3.387 0.046 0.017 -0.086
H 2.109 0.060 1.916 0.047 0.270 0.026
O 1.166 -0.607 0.288 0.178 -0.179 0.108
H 1.896 -1.244 0.375 -0.122 -0.079 -0.249
H 0.749 -0.819 -0.553 -0.009 0.100 0.076
C 0.123 2.225 -2.338 0.212 -0.890 -1.067
C -0.677 3.476 -2.592 -1.307 0.062 1.357
C 0.091 4.565 -3.281 0.069 0.480 -0.598
O -1.896 3.114 -3.278 0.622 0.127 -0.466
H 0.852 2.330 -1.539 0.085 0.096 -0.053
H 0.608 1.921 -3.277 0.394 0.369 0.183
H -0.472 1.325 -2.163 -0.461 0.440 0.524
H -1.039 3.879 -1.631 0.373 -0.089 0.041
H 0.383 4.232 -4.282 0.168 0.100 0.094
H 0.964 4.900 -2.720 0.151 -0.404 0.023
H -0.497 5.484 -3.386 -0.234 -0.196 -0.075
H -2.170 3.880 -3.795 -0.070 -0.116 0.052
C -2.081 -1.593 1.224 0.809 0.004 0.643
C -1.454 -2.947 1.598 0.133 1.357 -0.053
C -0.952 -2.955 3.035 0.467 0.117 -0.395
O -2.429 -3.924 1.335 -0.330 -0.435 -0.243
H -2.913 -1.323 1.875 -0.253 -0.238 -0.202
H -2.336 -1.553 0.169 -0.286 -0.074 0.023
H -1.308 -0.840 1.407 -0.069 0.013 -0.172
H -0.560 -2.995 0.956 -0.182 -0.618 -0.128
H -0.332 -3.838 3.208 -0.410 -0.223 0.259
H -1.775 -2.846 3.739 0.064 -0.191 0.133
H -0.246 -2.129 3.161 -0.214 0.135 0.040
H -2.147 -4.816 1.560 0.275 0.171 0.079
```
Positions in Å, forces in eV/Å.

***

The highest calculated total energy belongs to which entry? C6H22O5

***

The lowest frontier orbital gap belongs to which entry? C6H4S